{"formula": "C28H42MnN4OS2Si2", "method": "the ωB97M-V functional and the def2-TZVPD basis", "elements": ["Mn", "C", "C", "N", "N", "C", "S", "S", "C", "C", "C", "C", "C", "C", "C", "C", "C", "C", "C", "C", "C", "O", "H", "H", "H", "H", "H", "H", "H", "H", "H", "H", "H", "H", "H", "H", "C", "C", "N", "C", "C", "N", "H", "H", "H", "H", "H", "H", "C", "Si", "C", "C", "C", "Si", "C", "C", "C", "H", "H", "H", "H", "H", "H", "H", "H", "H", "H", "H", "H", "H", "H", "H", "H", "H", "H", "H", "C", "H", "H", "H"], "xyz": [[-0.765662, 0.302840, 0.615676], [-3.138387, 4.068567, -0.304726], [-2.776018, 2.614418, -0.084834], [-1.543622, 2.254017, 0.080819], [-0.641324, 3.329420, 0.033717], [0.565352, 3.029642, 0.395189], [1.196378, 1.584390, 0.977936], [1.740278, 4.397207, 0.354803], [1.070116, 5.408175, -0.981823], [1.413578, 4.857618, -2.345404], [2.565107, 5.271258, -3.003727], [2.898650, 4.757454, -4.251003], [2.082168, 3.809626, -4.850020], [0.939625, 3.378632, -4.193114], [0.606139, 3.899498, -2.948341], [-3.899474, 1.661935, -0.009921], [-5.218780, 2.147540, -0.043864], [-6.327019, 1.334099, 0.058212], [-6.133039, -0.049850, 0.192098], [-4.869925, -0.570959, 0.215569], [-3.701255, 0.254339, 0.125321], [-2.556793, -0.297777, 0.144577], [-2.262815, 4.635166, -0.592200], [-3.529809, 4.498833, 0.621212], [-3.904161, 4.167176, -1.072436], [1.507556, 6.397481, -0.834179], [-0.005293, 5.452208, -0.820351], [3.214682, 5.998112, -2.526320], [3.803860, 5.087336, -4.746749], [2.339846, 3.402518, -5.820127], [0.310977, 2.617690, -4.638078], [-0.272005, 3.546483, -2.421690], [-5.387358, 3.211353, -0.133913], [-7.322072, 1.760435, 0.040431], [-6.989039, -0.710793, 0.289370], [-4.696512, -1.635718, 0.316273], [-1.283289, -2.045579, -2.127972], [-0.892453, -2.603799, -0.807128], [-0.510710, -1.938995, 0.251090], [-0.267181, -2.866858, 1.236081], [-0.506052, -4.115902, 0.766619], [-0.908731, -3.935806, -0.542268], [-1.498793, -0.987557, -2.012242], [-2.181377, -2.540189, -2.506284], [-0.477540, -2.163425, -2.854169], [0.082227, -2.563136, 2.207962], [-0.421854, -5.088738, 1.216991], [-1.134635, -4.656072, -1.201330], [4.314223, -0.342999, -2.878966], [2.747243, -1.328581, -2.434728], [1.348121, -0.036033, -2.498088], [2.488625, -2.377960, -4.011583], [2.783653, -2.310383, -0.970202], [4.073177, -3.314837, -0.310927], [5.841498, -2.598450, -0.259118], [4.357491, -4.956669, -1.236176], [3.682610, -3.807827, 1.481471], [4.227117, 0.174115, -3.842956], [5.185765, -1.006238, -2.923778], [4.505171, 0.403153, -2.100665], [1.759962, 0.971175, -2.629973], [0.700920, 0.053104, -1.615722], [0.698034, -0.242308, -3.357350], [2.495420, -1.776355, -4.931050], [1.537582, -2.918511, -3.950885], [3.286885, -3.126390, -4.091252], [2.156204, -1.892876, -0.180286], [6.226770, -2.453709, -1.274435], [6.543926, -3.244535, 0.283066], [5.824755, -1.616428, 0.224305], [4.667076, -4.764045, -2.270630], [3.425832, -5.529957, -1.270083], [5.133879, -5.572923, -0.762630], [3.141445, -2.991433, 1.969722], [4.584730, -4.016195, 2.068789], [3.042356, -4.696001, 1.512954], [-1.060678, 0.041161, 2.633742], [-1.949007, 0.614568, 2.937397], [-0.220388, 0.380188, 3.248897], [-1.257450, -1.012823, 2.877290]], "atomic_forces_ev_per_a": [[-0.8, 0.4, 0.0], [0.0, 0.0, -0.1], [-0.7, -0.1, -0.1], [0.8, 0.0, 0.6], [0.1, -0.2, -0.2], [-0.2, 0.4, 0.0], [0.3, -0.7, -0.1], [0.1, -0.3, 0.2], [0.0, -0.1, -0.2], [-0.1, 0.2, 0.2], [0.1, 0.0, -0.2], [0.0, 0.1, 0.1], [0.0, 0.0, -0.1], [-0.1, 0.0, 0.1], [-0.1, -0.1, -0.2], [0.2, 0.3, 0.1], [0.0, 0.0, 0.1], [0.1, -0.1, 0.0], [-0.1, 0.1, 0.0], [0.2, 0.1, -0.1], [-0.1, 0.1, -0.1], [-0.2, -0.7, -0.2], [0.0, 0.0, 0.0], [0.0, 0.0, 0.0], [0.0, 0.0, 0.0], [0.0, 0.0, -0.1], [0.0, 0.1, -0.1], [0.0, 0.0, 0.0], [0.0, 0.0, 0.0], [0.0, 0.0, 0.0], [0.0, 0.0, 0.0], [0.0, 0.0, 0.0], [0.0, 0.0, 0.0], [0.0, 0.0, 0.0], [0.0, 0.0, 0.0], [0.0, 0.0, 0.0], [0.0, 0.0, 0.0], [0.0, -0.1, -0.1], [0.3, 0.5, 0.4], [0.2, 0.1, 0.0], [0.0, 0.0, -0.1], [0.0, 0.0, 0.1], [0.0, 0.0, 0.0], [0.0, 0.0, 0.0], [0.0, 0.0, 0.0], [0.0, 0.0, 0.0], [0.0, 0.0, 0.0], [0.1, 0.0, 0.0], [0.1, 0.0, 0.0], [-0.2, 0.1, -0.3], [-0.2, 0.3, 0.0], [0.1, 0.0, -0.2], [-0.2, 0.1, 0.3], [0.1, -0.3, 0.1], [0.1, 0.1, 0.0], [0.1, -0.1, 0.0], [0.0, 0.0, 0.1], [0.0, 0.0, 0.0], [0.0, 0.0, 0.0], [0.0, 0.0, 0.0], [0.0, -0.1, -0.1], [0.2, -0.3, 0.0], [0.0, 0.1, 0.0], [0.0, 0.0, 0.0], [0.0, 0.0, 0.0], [-0.1, 0.0, 0.0], [0.0, 0.0, 0.0], [0.0, 0.0, 0.0], [0.0, 0.0, 0.0], [0.0, 0.0, 0.0], [0.0, 0.0, 0.0], [0.0, 0.0, 0.0], [0.0, 0.0, 0.0], [0.0, 0.0, 0.0], [0.0, 0.0, 0.0], [0.0, 0.1, 0.0], [0.1, -0.1, -0.2], [0.0, 0.0, 0.0], [0.0, 0.0, 0.1], [-0.1, 0.1, 0.0]], "lowdin_charge": [0.32, -0.05, -0.25, 0.00, -0.11, -1.12, 0.62, 0.83, -0.46, -0.29, -0.06, -0.10, -0.11, -0.09, -0.04, -0.10, -0.08, -0.14, -0.14, -0.03, -0.35, -0.15, 0.04, 0.09, 0.07, 0.06, 0.05, 0.10, 0.09, 0.09, 0.10, 0.10, 0.08, 0.07, 0.08, 0.10, -0.01, -0.38, 0.06, -0.13, -0.10, 0.09, 0.07, 0.08, 0.06, 0.10, 0.09, 0.14, -0.21, 0.32, -0.18, -0.22, -0.36, 0.31, -0.22, -0.22, -0.20, 0.01, 0.00, 0.02, 0.01, -0.02, 0.01, 0.01, 0.00, 0.00, -0.04, 0.00, 0.00, 0.02, 0.00, 0.01, 0.00, 0.01, 0.00, 0.01, -0.25, -0.03, -0.05, -0.05], "charge": -2, "fmax_ev_per_a": 1.02, "de_lowest_ev": 0.025, "multiplicity": 2, "gap_ha": [0.1857, 0.1857]}